Record 1
Here is a molecular structure, C15H11B3Cl44O6S from the Open Molecules 2025 dataset. Energies are from ωB97M-V with the def2-TZVPD basis set.

```
80
Properties=species:S:1:pos:R:3:forces:R:3:mulliken_charge:R:1
O -0.101 1.706 -5.764 -0.20 0.20 -0.31 -0.54
C -0.872 1.803 -4.571 0.40 -0.91 -0.42 -0.57
C -1.119 0.416 -3.963 -0.24 0.76 0.42 0.64
O -0.660 0.377 -2.613 -0.12 -0.09 -0.18 -0.04
C 0.697 0.181 -2.535 0.33 -0.14 0.07 -0.23
O 0.961 -1.197 -2.706 0.05 -0.08 -0.06 -0.33
C 2.208 -1.595 -2.154 -0.05 -0.45 0.09 0.03
B 3.161 -2.301 -3.196 -0.92 0.54 -1.08 0.13
O 3.095 -3.632 -3.551 0.21 0.04 0.92 -0.38
B 4.328 -4.229 -3.650 0.06 -1.22 -0.81 0.61
O 5.487 -3.513 -3.890 0.07 -0.02 0.95 -0.51
B 5.339 -2.248 -3.377 0.24 0.64 -0.84 0.56
S 6.501 -1.453 -2.173 0.82 -0.05 -0.11 -0.37
O 4.203 -1.580 -3.777 -0.02 0.29 1.25 0.09
H -0.713 1.610 -6.500 0.12 -0.05 -0.05 0.28
H -1.823 2.286 -4.754 -0.15 0.40 -0.01 0.31
H -0.263 2.372 -3.891 -0.02 0.40 0.41 0.30
H -2.186 0.241 -3.915 -0.15 -0.31 0.06 -0.23
H -0.635 -0.341 -4.564 0.11 -0.28 -0.18 0.23
H 1.022 0.540 -1.561 0.06 -0.39 0.12 0.06
H 1.265 0.729 -3.294 -0.12 0.24 -0.26 0.31
H 2.756 -0.751 -1.748 0.08 0.37 0.07 -0.27
H 2.009 -2.260 -1.310 -0.04 -0.16 0.13 0.14
H 4.421 -5.402 -3.499 -0.06 -0.08 -0.16 -0.14
H 5.784 -1.574 -1.046 -0.36 -0.02 -0.25 0.11
C -1.263 1.798 0.734 -0.07 -0.08 -0.07 -0.05
Cl -1.629 2.992 1.984 0.72 0.13 -0.77 0.07
Cl -2.679 1.578 -0.292 -0.03 0.31 0.02 -0.08
Cl 0.101 2.343 -0.241 -0.23 0.37 0.13 -0.11
Cl -0.848 0.264 1.511 0.41 0.30 -0.60 0.12
C -3.225 7.114 2.713 0.03 -0.01 -0.04 0.26
Cl -3.581 8.307 3.963 0.09 -0.10 0.07 -0.10
Cl -4.644 6.904 1.684 0.10 -0.07 0.05 -0.08
Cl -1.866 7.672 1.733 0.01 0.00 0.00 -0.11
Cl -2.812 5.572 3.469 -0.07 0.11 0.16 0.02
C -7.163 10.017 2.606 0.02 0.01 0.02 0.34
Cl -5.567 10.772 2.662 -0.09 0.08 -0.08 -0.07
Cl -8.403 11.269 2.483 0.00 0.00 0.01 -0.10
Cl -7.263 8.951 1.202 -0.15 0.10 -0.06 -0.09
Cl -7.420 9.075 4.078 0.01 -0.01 0.00 -0.09
C 4.097 2.590 1.289 -0.01 0.04 0.05 0.21
Cl 2.544 3.289 1.744 0.16 0.05 0.14 -0.01
Cl 3.832 1.297 0.109 -0.01 -0.03 -0.03 -0.05
Cl 5.120 3.836 0.570 0.00 -0.01 -0.01 -0.10
Cl 4.891 1.925 2.719 -0.01 -0.02 -0.01 -0.10
C -3.169 1.413 4.644 -0.03 -0.11 0.00 0.10
Cl -1.903 2.571 5.069 0.00 -0.01 0.40 -0.07
Cl -2.429 -0.089 4.088 -0.35 0.35 0.73 0.10
Cl -4.171 1.090 6.063 -0.01 0.03 0.02 -0.10
Cl -4.172 2.090 3.356 -0.59 -0.21 0.31 -0.05
C 7.529 -6.644 -2.133 0.02 0.05 0.01 0.29
Cl 7.593 -4.902 -1.867 0.02 -0.03 0.05 -0.04
Cl 8.962 -7.406 -1.432 -0.01 -0.01 0.00 -0.11
Cl 6.079 -7.304 -1.366 -0.01 -0.01 0.01 -0.10
Cl 7.477 -6.972 -3.867 -0.01 0.00 -0.01 -0.10
C 0.091 -2.574 4.733 0.13 0.10 0.03 0.11
Cl -0.544 -2.310 3.103 -0.02 -0.30 0.05 0.20
Cl -1.256 -2.858 5.840 0.05 -0.06 0.02 -0.08
Cl 1.154 -3.983 4.713 -0.02 0.04 -0.03 -0.07
Cl 0.991 -1.138 5.237 -0.13 0.14 -0.52 -0.03
C -4.172 -2.185 0.424 0.03 0.09 0.00 0.08
Cl -4.403 -0.947 1.662 -0.25 -0.15 -0.04 0.01
Cl -5.675 -2.421 -0.482 0.06 -0.02 0.05 -0.11
Cl -2.901 -1.635 -0.657 0.07 -0.32 -0.30 0.08
Cl -3.688 -3.705 1.187 -0.08 0.02 0.00 -0.07
C -0.141 -4.981 -0.948 -0.03 0.02 -0.06 0.06
Cl -0.584 -4.029 -2.361 0.03 0.01 0.02 -0.01
Cl -1.332 -6.263 -0.694 0.00 0.00 0.02 -0.10
Cl 1.455 -5.700 -1.198 0.02 -0.02 0.01 -0.06
Cl -0.093 -3.939 0.482 0.10 -0.11 -0.13 0.00
C 2.801 -2.209 8.893 -0.01 -0.04 0.01 0.30
Cl 2.435 -0.873 9.989 0.00 0.00 0.00 -0.10
Cl 1.378 -2.581 7.921 0.08 -0.23 0.62 -0.03
Cl 4.131 -1.745 7.824 0.01 0.01 -0.01 -0.10
Cl 3.271 -3.630 9.832 0.01 0.01 -0.01 -0.10
C -4.361 -0.380 -6.154 -0.05 -0.07 0.06 0.39
Cl -4.657 0.910 -4.983 -0.05 0.03 -0.02 -0.11
Cl -5.842 -0.709 -7.054 0.02 0.02 -0.01 -0.10
Cl -3.090 0.123 -7.279 0.02 0.01 -0.02 -0.12
Cl -3.850 -1.840 -5.305 0.00 0.01 0.00 -0.07
```
Positions in Å, forces in eV/Å.

Output
E_tot   -591871.133 eV
Highest occupied orbital energy   -9.769 eV
Kohn-Sham gap   0.3568 Ha
LUMO level   -0.06 eV
Total charge   0

Record 2
Here is 14 unconnected molecules or ions with the total composition C3H32N2O15 from the Open Molecules 2025 dataset. Energies are from ωB97M-V with the def2-TZVPD basis set.

```
52
Properties=species:S:1:pos:R:3:forces:R:3:mulliken_charge:R:1
C -1.596 -1.090 0.542 -1.21 -0.64 1.60 -0.19
N -0.379 -1.119 1.216 0.38 0.88 -1.21 0.76
C 0.763 -0.372 0.742 -1.39 1.52 1.83 -0.87
C 1.801 -1.314 0.136 1.55 -0.04 0.19 0.39
N 2.757 -1.674 0.999 -0.32 -0.18 0.33 -0.28
O 1.790 -1.644 -1.024 -0.74 -0.08 -0.30 -0.59
O -2.569 -1.485 1.162 0.56 0.19 -0.37 -0.41
H -1.648 -0.647 -0.430 0.33 0.31 -0.76 0.65
H -0.333 -1.478 2.182 -0.08 -0.15 -0.09 0.28
H 1.046 0.200 1.636 1.08 -0.91 0.32 0.38
H 0.510 0.549 0.224 -0.52 -0.68 -1.57 0.38
H 3.441 -2.369 0.724 -0.05 0.20 -0.01 0.29
H 2.685 -1.375 1.960 0.21 0.02 0.03 0.22
H -1.329 3.565 1.672 -0.56 -0.28 0.46 0.30
H -1.338 2.667 3.011 -0.90 0.19 -0.32 0.37
O -0.825 3.210 2.409 1.30 0.00 -0.27 -0.63
H 0.956 3.159 -1.013 0.08 -1.21 0.57 0.27
H 0.939 4.629 -0.631 0.09 -0.17 -0.23 0.30
O 1.018 4.019 -1.380 -0.24 1.54 -0.31 -0.58
H -3.572 2.376 -0.407 0.31 0.25 -0.43 0.30
H -4.871 1.805 0.043 -0.09 0.56 0.13 0.31
O -4.370 2.638 0.060 -0.19 -0.82 0.18 -0.61
H -1.454 -2.744 -2.824 0.36 0.04 0.09 0.31
H -0.084 -2.379 -2.124 -0.14 -0.11 -0.34 0.30
O -0.936 -2.816 -2.011 -0.22 0.08 0.53 -0.61
H -0.787 1.003 -4.969 0.37 -0.15 0.29 0.27
H -0.010 0.560 -3.652 -0.10 -0.37 -0.81 0.40
O -0.551 1.259 -4.067 -0.40 0.27 0.29 -0.71
H 2.097 -0.062 -3.596 -0.09 0.05 -0.06 0.31
H 1.460 -1.283 -2.911 0.32 0.30 -0.29 0.41
O 1.380 -0.710 -3.688 -0.16 -0.15 0.31 -0.73
H 1.211 -0.886 4.468 0.02 0.31 0.53 0.30
H 1.186 -2.075 3.543 -0.39 -0.35 0.34 0.26
O 1.094 -1.114 3.548 0.22 -0.09 -0.51 -0.62
H -1.310 0.713 3.901 -0.20 -0.26 0.14 0.30
H -2.780 0.286 3.616 0.00 -0.08 0.01 0.29
O -2.228 1.004 3.937 0.31 0.27 -0.08 -0.64
H -0.700 -3.806 2.835 -0.06 -0.26 -0.11 0.31
H 0.801 -3.951 2.786 -0.23 -0.57 0.01 0.33
O 0.073 -3.825 3.411 0.51 0.65 -0.15 -0.66
H 3.012 1.546 -0.806 0.59 0.77 0.24 0.26
H 4.256 1.425 0.054 0.66 -0.28 0.18 0.30
O 3.551 2.032 -0.141 -1.30 -0.51 -0.60 -0.59
H -1.943 -4.400 0.830 0.39 -0.20 0.16 0.34
H -1.035 -3.817 -0.205 0.35 -0.27 0.07 0.26
O -1.000 -4.201 0.694 -0.75 0.52 -0.42 -0.60
H 2.378 2.897 -3.292 0.18 -0.08 0.24 0.33
H 1.098 2.099 -3.317 0.21 -0.01 -0.13 0.36
O 2.038 2.018 -3.079 -0.24 -0.02 -0.02 -0.59
H -1.920 1.763 -2.808 0.11 0.14 0.21 0.32
H -1.683 3.044 -2.024 -0.03 0.01 0.04 0.29
O -2.087 2.172 -1.939 0.10 -0.15 0.08 -0.56
```
Positions in Å, forces in eV/Å.

Output
E_tot   -37315.382 eV
Multiplicity   2
Highest occupied orbital energy (alpha / beta)   -13.303 / -13.303 eV
Kohn-Sham gap (alpha / beta)   0.3531 / 0.1621 Ha
LUMO level (alpha / beta)   -3.69 / -8.89 eV
Relative energy (zero: lowest compared OMol25 entry of this formula, charge and spin)   0.0 kcal per mole
Total charge   +1

Record 3
Here is a molecular structure, C31H51N7OSi3Y from the Open Molecules 2025 dataset. Energies are from ωB97M-V with the def2-TZVPD basis set.

```
94
Properties=species:S:1:pos:R:3:forces:R:3:mulliken_charge:R:1
Y -0.342 0.766 -0.160 -0.44 0.03 0.91 -0.55
O -3.919 3.098 0.870 0.04 0.07 -0.04 -0.76
C -2.758 2.709 0.793 -0.07 0.01 0.00 0.28
N -2.125 2.216 -0.292 0.12 0.08 -0.03 -0.04
C -2.980 2.178 -1.471 0.07 0.03 -0.02 -1.72
C -3.324 0.760 -1.830 -0.03 0.01 -0.04 0.84
C -4.537 0.452 -2.435 0.02 0.01 -0.01 -0.99
C -4.833 -0.862 -2.738 0.02 -0.01 0.00 -0.73
C -3.898 -1.841 -2.431 -0.02 0.01 -0.01 -0.91
C -2.712 -1.454 -1.846 0.04 -0.04 0.10 -0.22
N -2.414 -0.183 -1.540 0.16 0.12 0.20 1.48
C -1.945 2.711 2.067 0.02 0.05 0.05 0.04
C -2.390 3.438 3.163 -0.01 -0.02 -0.01 -0.63
C -1.673 3.364 4.342 0.00 -0.01 0.01 -0.74
C -0.552 2.543 4.395 -0.01 0.00 0.01 -1.19
C -0.187 1.851 3.258 0.01 -0.03 0.00 -0.59
N -0.857 1.942 2.105 -0.06 -0.01 -0.16 1.63
H -2.469 2.636 -2.323 -0.01 0.00 -0.01 0.31
H -3.895 2.742 -1.297 -0.01 0.00 -0.02 0.73
H -5.240 1.248 -2.641 0.00 0.00 0.00 0.54
H -5.777 -1.122 -3.198 0.00 0.00 0.00 0.44
H -4.076 -2.885 -2.648 0.00 0.00 0.00 0.52
H -1.956 -2.189 -1.615 0.00 0.00 0.02 -0.26
H -3.291 4.026 3.060 0.00 0.00 0.00 0.60
H -1.985 3.924 5.213 0.00 0.00 0.00 0.46
H 0.031 2.442 5.300 0.00 0.00 0.00 0.54
H 0.682 1.205 3.255 0.01 0.00 0.00 0.51
C 2.111 -0.154 -4.767 0.00 0.02 0.01 -1.18
Si 0.711 -0.050 -3.507 0.01 -0.07 -0.02 0.54
C -0.468 -1.388 -4.128 0.02 0.00 0.02 -1.33
C -0.177 1.616 -3.722 0.00 0.00 -0.03 -1.16
C 1.279 -0.217 -1.728 0.11 -0.16 -0.07 1.84
Si 1.699 -1.967 -1.226 0.07 0.01 -0.04 0.28
C 0.229 -3.098 -0.844 0.02 0.01 0.01 -1.10
C 2.720 -1.979 0.384 0.00 0.00 -0.03 -1.30
C 2.665 -2.951 -2.504 -0.02 0.00 0.00 -1.11
Si 2.801 0.825 -1.563 -0.04 -0.05 -0.13 -0.66
C 2.768 2.460 -2.509 -0.02 -0.02 0.00 -1.36
C 4.462 0.033 -1.923 0.01 0.04 0.06 -1.18
C 2.869 1.628 0.167 0.02 0.02 -0.03 0.36
C 4.039 1.922 0.859 0.01 0.01 0.00 -0.82
C 4.042 2.909 1.830 0.00 0.00 0.00 -0.47
C 2.872 3.614 2.065 -0.01 0.00 -0.01 -0.90
C 1.728 3.236 1.388 -0.02 0.00 0.02 -0.81
N 1.704 2.238 0.495 -0.22 -0.12 -0.10 0.62
H 1.709 0.071 -5.760 -0.01 0.00 0.00 0.43
H 2.502 -1.174 -4.803 -0.01 0.00 0.00 0.31
H 2.953 0.516 -4.599 0.00 -0.01 0.00 0.30
H -0.344 -1.456 -5.212 0.01 0.01 0.00 0.61
H -1.515 -1.158 -3.942 0.02 0.00 -0.01 0.34
H -0.256 -2.380 -3.724 0.00 0.00 -0.01 0.28
H -1.111 1.493 -4.277 0.00 -0.01 0.00 0.48
H 0.439 2.327 -4.274 0.00 0.00 -0.01 0.57
H -0.428 2.114 -2.778 0.02 -0.01 0.00 0.03
H -0.503 -2.672 -0.156 -0.01 0.00 0.00 0.15
H 0.628 -3.997 -0.364 0.02 0.00 -0.02 0.49
H -0.279 -3.430 -1.751 -0.01 0.01 0.01 0.46
H 2.694 -1.037 0.943 0.00 -0.01 0.02 0.35
H 3.773 -2.187 0.186 -0.01 0.00 -0.02 0.43
H 2.367 -2.778 1.041 0.04 0.01 -0.07 0.23
H 2.047 -3.167 -3.380 0.01 0.01 0.00 0.30
H 2.965 -3.912 -2.076 -0.01 0.00 0.00 0.39
H 3.567 -2.446 -2.849 0.00 0.00 0.02 0.34
H 2.787 2.360 -3.593 0.00 -0.01 0.01 0.39
H 3.655 3.029 -2.217 0.00 0.00 0.00 0.44
H 1.896 3.060 -2.241 0.00 0.00 0.00 0.29
H 4.476 -0.335 -2.950 0.01 0.01 0.00 0.32
H 4.711 -0.803 -1.268 0.00 0.01 -0.01 0.37
H 5.258 0.777 -1.838 -0.01 0.01 0.01 0.47
H 4.952 1.400 0.601 0.00 0.00 0.00 0.47
H 4.950 3.155 2.366 0.00 0.00 0.00 0.48
H 2.836 4.437 2.765 0.00 0.00 0.00 0.49
H 0.793 3.751 1.563 -0.01 0.00 0.01 0.64
C -2.942 -1.572 4.107 0.01 0.03 0.00 -1.35
N -2.280 -1.336 2.830 0.00 -0.06 -0.02 0.34
C -3.085 -0.695 1.813 -0.09 0.06 -0.01 -1.59
C -0.952 -1.481 2.658 0.08 0.24 0.35 0.05
N -0.304 -0.859 1.701 0.21 0.01 -0.55 1.66
N -0.313 -2.265 3.606 0.05 -0.02 -0.15 0.12
C 1.125 -2.113 3.754 0.01 -0.07 0.04 -1.03
C -0.743 -3.661 3.701 -0.02 0.00 0.06 -1.08
H -3.603 -0.730 4.315 0.01 0.02 0.01 0.44
H -2.208 -1.647 4.903 -0.01 -0.01 0.00 0.42
H -3.546 -2.481 4.086 -0.02 0.02 -0.01 0.36
H -4.121 -1.004 1.936 0.01 0.00 -0.01 0.55
H -2.757 -1.015 0.832 0.03 -0.01 -0.18 0.16
H -3.042 0.396 1.877 -0.04 -0.12 0.00 0.54
H 0.659 -1.189 1.705 -0.08 -0.15 -0.15 -1.21
H 1.697 -2.623 2.970 -0.05 0.03 0.07 0.33
H 1.415 -2.544 4.712 0.00 0.00 0.00 0.37
H 1.393 -1.059 3.764 0.02 0.01 0.01 0.23
H -1.821 -3.744 3.604 0.02 -0.01 -0.01 0.36
H -0.452 -4.060 4.672 -0.01 0.00 0.00 0.33
H -0.276 -4.269 2.919 0.01 0.01 0.01 0.30
```
Positions in Å, forces in eV/Å.

Output
E_tot   -70131.311 eV
Highest occupied orbital energy   -10.701 eV
Kohn-Sham gap   0.3086 Ha
LUMO level   -2.30 eV
Relative energy (zero: lowest compared OMol25 entry of this formula, charge and spin)   0.0 kcal per mole
Total charge   +1

Record 4
Here is a molecular structure, C21H47O2P3Tl from the Open Molecules 2025 dataset. Energies are from ωB97M-V with the def2-TZVPD basis set.

```
74
Properties=species:S:1:pos:R:3:forces:R:3:mulliken_charge:R:1
Tl -1.974 0.649 -0.940 -0.37 -0.18 0.41 1.03
P 2.772 0.335 1.092 -0.59 0.38 0.76 0.94
P 0.349 3.192 -0.289 -0.01 0.63 -0.21 0.69
P 2.987 -0.631 -0.884 0.10 -0.60 -0.41 1.02
H -0.605 -3.013 0.556 0.27 -0.39 0.29 0.15
C 0.396 -3.434 0.710 0.05 0.06 0.58 -0.31
C 1.084 -3.304 1.857 -0.32 -0.35 -0.54 -0.81
H 0.631 -2.944 2.783 0.15 0.24 -0.40 0.32
C 1.057 0.200 1.629 -0.37 -0.06 -0.14 -0.15
C 3.208 2.073 0.975 0.39 0.23 -0.20 -0.91
C 3.837 -0.523 2.261 0.30 -0.19 -0.15 -1.31
C -2.550 3.729 -1.548 0.16 -0.18 0.21 -0.85
C 0.009 4.619 0.796 -0.33 -0.34 0.56 -1.11
C 0.925 4.139 -1.740 0.02 -0.50 -0.44 -1.10
C 3.418 -2.357 -0.608 0.15 -0.11 0.08 -1.03
C 4.302 0.183 -1.805 0.10 0.20 0.09 -1.32
C 1.444 -0.552 -1.810 -0.26 0.23 -0.03 -0.52
H 0.777 -4.036 -0.121 0.15 0.40 0.19 0.45
H 2.113 -3.663 1.938 -0.35 -0.26 0.10 0.48
H 0.650 -0.808 1.460 0.23 0.26 0.07 -0.17
H 0.435 0.944 1.106 0.34 -0.27 0.14 -0.57
H 1.011 0.418 2.705 0.14 -0.05 -0.19 0.69
H 2.378 2.665 0.513 0.56 -0.62 0.31 -0.35
H 4.131 2.205 0.394 -0.15 0.02 0.24 0.52
H 3.384 2.432 1.999 -0.03 -0.08 -0.18 0.49
H 3.430 -1.511 2.513 0.03 0.25 -0.12 0.33
H 3.887 0.089 3.173 -0.03 -0.11 -0.20 0.48
H 4.852 -0.637 1.856 -0.19 0.06 0.18 0.45
H -2.508 4.784 -1.252 -0.03 -0.28 -0.07 0.34
H -3.531 3.317 -1.268 0.25 0.18 -0.11 0.44
H -2.400 3.645 -2.633 -0.05 -0.01 0.30 0.36
H -0.500 5.422 0.245 0.24 -0.21 0.21 0.41
H 0.965 4.977 1.206 -0.31 0.14 -0.07 0.41
H -0.631 4.285 1.628 0.25 0.31 -0.12 0.29
H 0.297 5.024 -1.916 0.29 -0.23 0.03 0.39
H 0.893 3.486 -2.625 0.12 0.35 0.10 0.32
H 1.968 4.439 -1.559 -0.26 0.15 -0.18 0.42
H 3.479 -2.841 -1.593 0.03 0.11 0.17 0.50
H 2.658 -2.870 -0.001 0.23 0.33 -0.27 -0.10
H 4.396 -2.435 -0.116 -0.18 0.04 -0.15 0.47
H 4.271 -0.199 -2.835 0.04 0.06 0.21 0.46
H 5.279 -0.057 -1.363 -0.22 0.05 -0.10 0.43
H 4.166 1.272 -1.821 -0.01 -0.28 -0.07 0.44
H 1.648 -0.903 -2.833 0.03 0.07 0.25 0.54
H 1.074 0.483 -1.862 0.16 -0.24 0.02 0.14
H 0.674 -1.202 -1.367 0.25 0.11 0.04 -0.20
C -2.287 -2.406 -2.066 -0.02 0.78 1.21 0.30
C -3.390 -2.074 -2.925 0.02 0.15 -0.60 -0.38
C -3.350 -2.414 -4.265 -0.79 0.33 0.59 -0.47
C -2.272 -3.139 -4.786 0.10 -0.01 -0.32 -0.41
C -1.240 -3.568 -3.937 0.49 -0.36 0.94 -0.53
C -1.281 -3.285 -2.582 0.48 -0.05 -0.71 -0.15
O -2.152 -1.823 -0.911 -0.07 -1.15 -1.59 -0.61
H -1.736 3.161 -1.009 -0.92 0.85 -0.57 -0.56
H -4.196 -1.485 -2.495 0.04 -0.15 -0.17 0.55
H -4.179 -2.120 -4.910 0.29 -0.10 0.13 0.43
H -2.237 -3.375 -5.852 -0.02 0.05 0.37 0.44
H -0.399 -4.146 -4.331 -0.42 0.12 0.06 0.43
H -0.515 -3.639 -1.894 -0.14 0.07 -0.25 0.36
C -1.798 -1.528 3.520 -0.12 -0.01 0.31 -1.10
C -2.534 -1.168 2.251 -0.20 0.00 -0.25 0.05
O -2.194 0.147 1.763 0.13 0.05 -0.40 -0.12
C -2.554 1.221 2.653 0.13 0.05 0.08 -0.05
C -4.038 1.295 2.948 -0.10 -0.01 0.16 -1.32
H -0.720 -1.349 3.432 -0.17 0.03 0.02 0.10
H -1.952 -2.590 3.732 0.01 0.14 0.03 0.45
H -2.185 -0.961 4.375 0.19 -0.19 -0.11 0.39
H -2.269 -1.847 1.431 -0.17 0.18 0.22 -0.27
H -3.622 -1.212 2.407 0.32 -0.14 -0.10 0.45
H -1.983 1.101 3.585 -0.11 0.18 -0.19 0.37
H -2.204 2.137 2.154 -0.06 -0.18 0.06 0.01
H -4.343 0.508 3.648 -0.03 0.20 -0.17 0.33
H -4.258 2.257 3.421 -0.01 -0.15 -0.03 0.45
H -4.647 1.217 2.039 0.15 0.02 0.13 0.30
```
Positions in Å, forces in eV/Å.

Output
E_tot   -59166.114 eV
Highest occupied orbital energy (alpha / beta)   -16.686 / -15.698 eV
Kohn-Sham gap (alpha / beta)   0.2847 / 0.2081 Ha
LUMO level (alpha / beta)   -8.94 / -10.04 eV
Relative energy (zero: lowest compared OMol25 entry of this formula, charge and spin)   0.0 kcal per mole
Total charge   +3